Entry P
Formula: C2H6O2Tl
Source: OMol25
Level of theory: ωB97M-V/def2-TZVPD

As for the LUMO energy: -20.943 eV. The value obtained for the orbital gap is 4.24 eV.

ORCA input file:
```
! wB97M-V def2-TZVPD RIJCOSX def2/J DEFGRID3
* xyz 3 1
Tl 29.92 -8.26 17.45
O 27.06 -6.20 17.83
O 28.81 -5.96 15.59
C 26.81 -5.34 16.86
C 27.96 -4.96 15.96
H 28.57 -4.17 16.57
H 26.39 -4.39 17.32
H 26.29 -6.12 18.46
H 29.11 -5.61 14.71
H 27.65 -4.34 15.09
H 25.92 -5.70 16.19
*
```



Entry Q
Formula: C2H6O2Tl
Source: OMol25
Level of theory: ωB97M-V/def2-TZVPD

As for the LUMO energy: -21.645 eV. The value obtained for the orbital gap is 5.35 eV.

ORCA input file:
```
! wB97M-V def2-TZVPD RIJCOSX def2/J DEFGRID3
* xyz 3 1
Tl -22.50 9.88 0.24
O -20.53 10.58 -0.38
O -21.94 11.10 1.98
C -19.99 11.38 0.61
C -21.02 12.12 1.43
H -22.66 11.56 2.40
H -21.60 12.77 0.78
H -20.38 12.57 2.19
H -19.48 10.56 1.11
H -19.73 10.26 -0.81
H -19.22 12.01 0.17
*
```



It turns out entry P is the most stable, with the second structure 51.9 kcal/mol higher.



Entry P
Formula: C2H10N4O
Source: OMol25
Level of theory: ωB97M-V/def2-TZVPD

As for the LUMO energy (spin up / spin down): 0.952 / 0.320 eV. The value obtained for the orbital gap (spin up / spin down) is 8.51 / 7.27 eV.

ORCA input file:
```
! wB97M-V def2-TZVPD RIJCOSX def2/J DEFGRID3
* xyz 0 1
O 1.05 2.25 -1.36
N 1.14 0.00 0.18
N -0.20 0.03 -0.13
N -0.34 1.89 -1.31
N -1.24 -0.88 1.82
C -0.27 -1.12 2.56
C -0.76 -0.99 -1.00
H 1.59 0.85 -0.21
H -0.35 -1.69 3.50
H 0.77 -0.80 2.29
H -0.46 1.45 -2.23
H -0.58 -1.98 -0.60
H 1.08 3.04 -0.80
H -0.82 0.51 0.58
H -1.84 -0.85 -1.04
H -0.35 -0.88 -2.01
H 1.58 -0.82 -0.24
*
```



Entry Q
Formula: C2H10N4O
Source: OMol25
Level of theory: ωB97M-V/def2-TZVPD

As for the LUMO energy: 0.806 eV. The value obtained for the orbital gap is 8.32 eV.

ORCA input file:
```
! wB97M-V def2-TZVPD RIJCOSX def2/J DEFGRID3
* xyz 0 1
O 0.08 -0.95 -1.71
N -1.90 -1.75 -0.21
N 0.43 1.24 0.43
N -0.32 -0.92 -0.36
N 1.34 1.57 -0.57
C 1.14 0.70 1.58
C -0.92 0.30 -0.10
H -1.26 0.85 -0.97
H 0.41 0.43 2.34
H 1.85 0.76 -0.94
H 0.87 2.06 -1.32
H 1.79 1.48 1.98
H 1.74 -0.18 1.33
H -1.55 0.36 0.77
H -1.82 -2.31 0.64
H -2.41 -1.83 -1.09
H 0.54 -1.80 -1.79
*
```



It turns out entry Q is the most stable, with the second structure 26.4 kcal/mol higher.



Entry P
Formula: C4H8NO
Source: OMol25
Level of theory: ωB97M-V/def2-TZVPD

As for the LUMO energy: -4.567 eV. The value obtained for the orbital gap is 11.30 eV.

ORCA input file:
```
! wB97M-V def2-TZVPD RIJCOSX def2/J DEFGRID3
* xyz 1 1
O 1.26 -1.52 -0.11
N -0.64 -0.20 -0.05
C -2.10 0.29 -0.31
C 0.84 -0.27 -0.44
C 1.50 1.01 0.22
C -1.54 -0.88 0.47
H 0.86 1.35 1.11
H 1.96 -1.70 0.55
H -1.83 -1.73 1.09
H 1.55 1.75 -0.51
H -2.59 0.15 -1.37
H 0.65 0.01 -1.53
H 2.40 0.63 0.56
H -2.33 1.11 0.31
*
```



Entry Q
Formula: C4H8NO
Source: OMol25
Level of theory: ωB97M-V/def2-TZVPD

As for the LUMO energy: -5.119 eV. The value obtained for the orbital gap is 9.37 eV.

ORCA input file:
```
! wB97M-V def2-TZVPD RIJCOSX def2/J DEFGRID3
* xyz 1 1
O 2.82 -0.13 -0.32
N 0.62 0.18 0.13
C -2.57 -0.31 -0.34
C -0.79 0.56 0.39
C 1.72 -0.78 0.14
C 0.21 1.27 -0.36
H -2.11 -0.73 -1.20
H 1.63 -1.72 -0.52
H -1.12 0.87 1.39
H 3.23 0.51 0.43
H -3.25 0.45 -0.12
H -2.69 -1.20 0.19
H 1.90 -1.06 1.14
H 0.41 2.07 -0.94
*
```



It turns out entry P is the most stable, with the second structure 53.6 kcal/mol higher.